1.
The following is a DFT calculation (ωB97M-V with the def2-TZVPD basis set) of a molecular structure, C29H23FNO10P2W in a non-equilibrium geometry.

Its HOMO-LUMO gap is 0.24703 Eh. The highest occupied orbital energy is -0.424 Eh. The energy above the lowest of the compared OMol25 structures with the same formula, charge and spin is 248.3 kJ/mol.

```
! RIJCOSX wB97M-V def2-TZVPD def2/J DEFGRID3
* xyz 1 1
W -1.260 -0.320 -1.554
C -5.325 3.135 3.783
C -4.281 2.152 4.297
C -3.498 2.751 5.451
C -2.398 1.811 5.907
C -1.469 1.545 4.759
C -0.131 1.303 4.948
C 0.701 1.025 3.861
F 1.994 0.782 4.110
C 0.238 0.985 2.584
C -1.127 1.240 2.365
C -1.664 1.130 1.035
O -0.851 0.954 0.058
C -3.053 1.207 0.892
C -3.827 1.520 1.986
N -3.337 1.746 3.200
C -1.978 1.528 3.442
C -3.746 0.892 -0.379
O -4.936 0.878 -0.508
O -2.909 0.658 -1.403
H -5.835 3.576 4.639
H -6.088 2.669 3.163
H -4.853 3.940 3.217
H -4.774 1.239 4.641
H -4.197 2.955 6.260
H -3.064 3.704 5.135
H -2.838 0.867 6.244
H -1.845 2.226 6.749
H 0.290 1.308 5.945
H 0.882 0.749 1.749
H -4.896 1.597 1.855
O -2.459 1.208 -4.250
P -0.945 0.878 -3.931
O -0.031 1.242 -5.004
O -0.671 1.372 -2.446
O -1.020 -0.660 -3.438
P -2.139 -2.683 -0.815
O -3.014 -1.924 -2.054
O -0.743 -2.297 -1.549
O -2.029 -1.281 0.032
H -2.549 1.897 -4.921
H -3.890 -2.252 -2.278
C 0.889 -0.471 -1.295
C 1.935 -0.850 -1.800
C 3.102 -1.409 -2.298
C 3.382 -1.225 -3.696
C 4.134 -2.164 -4.430
C 4.393 -1.940 -5.763
C 3.905 -0.789 -6.382
C 3.126 0.124 -5.683
C 2.853 -0.097 -4.349
C 3.935 -2.184 -1.405
C 3.359 -2.802 -0.284
C 4.139 -3.568 0.558
C 5.500 -3.703 0.310
C 6.089 -3.074 -0.781
C 5.314 -2.317 -1.638
H 4.448 -3.087 -3.962
H 4.957 -2.664 -6.335
H 4.117 -0.618 -7.430
H 2.717 0.994 -6.176
H 2.252 0.612 -3.796
H 2.293 -2.711 -0.122
H 3.690 -4.064 1.408
H 6.111 -4.296 0.979
H 7.152 -3.167 -0.955
H 5.776 -1.781 -2.455
*
```


2.
The following is a DFT calculation (ωB97M-V with the def2-TZVPD basis set) of a molecular structure, C29H23IrN4PSe2.

Its HOMO-LUMO gap (spin up / spin down) is 0.22783 / 0.22787 Eh. The highest occupied orbital energy (spin up / spin down) is -0.395 / -0.395 Eh. The energy above the lowest of the compared OMol25 structures with the same formula, charge and spin is 0.0 kJ/mol.

```
! RIJCOSX wB97M-V def2-TZVPD def2/J DEFGRID3
* xyz 1 1
Ir 0.072 -1.181 1.069
C 4.361 0.002 -2.322
C 4.264 -1.267 -1.767
C 3.468 -1.481 -0.651
C 2.772 -0.421 -0.092
C 2.876 0.852 -0.633
C 3.666 1.061 -1.752
N 1.918 -0.651 1.036
C 2.414 -0.316 2.319
C 3.655 0.254 2.578
C 4.029 0.504 3.892
C 3.201 0.191 4.967
C 1.971 -0.394 4.733
C 1.594 -0.632 3.420
N 0.397 -1.252 3.021
N -0.326 -1.900 3.809
C -1.354 -2.575 3.120
C -2.243 -3.360 3.829
C -3.201 -4.072 3.125
C -3.229 -3.984 1.742
C -2.306 -3.178 1.094
N -1.389 -2.487 1.769
H 4.977 0.165 -3.196
H 4.804 -2.094 -2.207
H 3.372 -2.468 -0.216
H 2.325 1.669 -0.184
H 3.737 2.053 -2.181
H 4.324 0.494 1.764
H 4.996 0.952 4.080
H 3.518 0.398 5.979
H 1.304 -0.662 5.541
H -2.159 -3.401 4.905
H -3.913 -4.695 3.649
H -3.963 -4.522 1.161
H -2.286 -3.058 0.021
Se -0.224 -1.309 -1.425
P -1.461 0.476 -1.189
Se -1.894 0.331 0.965
C -2.932 0.493 -2.212
C -3.365 -0.665 -2.851
C -4.532 -0.638 -3.599
C -5.267 0.535 -3.696
C -4.836 1.690 -3.056
C -3.664 1.677 -2.320
C -0.565 1.986 -1.583
C -0.130 2.863 -0.595
C 0.596 3.992 -0.950
C 0.894 4.235 -2.283
C 0.461 3.357 -3.269
C -0.272 2.235 -2.924
H -2.785 -1.576 -2.768
H -4.865 -1.532 -4.109
H -6.178 0.552 -4.279
H -5.410 2.603 -3.139
H -3.318 2.583 -1.837
H -0.360 2.664 0.444
H 0.927 4.682 -0.185
H 1.460 5.116 -2.557
H 0.688 3.550 -4.308
H -0.616 1.556 -3.696
*
```


3.
The following is a DFT calculation (ωB97M-V with the def2-TZVPD basis set) of a molecular structure, C29H23N8O2S2SiTb in a non-equilibrium geometry.

Its HOMO-LUMO gap (spin up / spin down) is 0.22055 / 0.17314 Eh. The highest occupied orbital energy (spin up / spin down) is -0.080 / -0.094 Eh. The energy above the lowest of the compared OMol25 structures with the same formula, charge and spin is 217.2 kJ/mol.

```
! RIJCOSX wB97M-V def2-TZVPD def2/J DEFGRID3
* xyz -2 7
Tb -0.221 -0.023 0.012
S 0.010 1.947 -2.063
C -0.535 1.262 -3.569
C -0.789 2.129 -4.640
C -1.193 1.678 -5.888
C -1.486 2.624 -6.939
N -1.730 3.386 -7.767
C -1.331 0.297 -6.101
C -1.091 -0.573 -5.048
C -0.712 -0.129 -3.772
S -0.456 -1.323 -2.529
C -1.706 -0.218 -7.396
N -1.995 -0.642 -8.427
H -0.658 3.191 -4.478
H -1.199 -1.638 -5.202
C -5.602 1.871 4.871
O -5.232 3.241 4.944
C -3.921 3.506 5.171
C -3.567 4.851 5.275
C -2.257 5.209 5.531
C -1.255 4.240 5.644
C -1.625 2.899 5.546
C -2.944 2.529 5.317
N 0.047 4.655 5.994
N 1.099 4.097 5.523
C 1.219 3.342 4.367
C 2.218 2.358 4.399
C 2.375 1.404 3.409
C 1.530 1.370 2.288
O 1.630 0.518 1.337
C 0.507 2.403 2.220
N -0.336 2.325 1.164
C -1.186 3.299 0.944
C -1.176 4.476 1.703
C -0.362 4.547 2.801
C 0.435 3.442 3.164
H -6.676 1.856 4.716
H -5.364 1.342 5.797
H -5.112 1.360 4.039
H -4.335 5.605 5.147
H -1.973 6.253 5.617
H -0.870 2.128 5.657
H -3.185 1.477 5.232
H 2.846 2.333 5.281
H 3.147 0.646 3.483
H -1.865 3.162 0.111
H -1.800 5.312 1.420
H -0.310 5.460 3.377
N -6.482 -1.882 2.210
C -5.565 -1.173 2.099
N -4.590 -0.292 2.063
C -3.474 -0.213 1.451
N -2.428 0.006 0.972
C 1.303 -3.164 2.450
Si 0.542 -2.719 0.748
C -0.740 -4.126 0.562
C 1.932 -3.309 -0.430
H 1.657 -4.203 2.454
H 0.561 -3.053 3.253
H 2.150 -2.508 2.691
H -0.269 -5.110 0.690
H -1.213 -4.097 -0.428
H -1.540 -4.031 1.309
H 2.190 -4.363 -0.256
H 2.839 -2.706 -0.295
H 1.619 -3.198 -1.474
*
```


4.
The following is a DFT calculation (ωB97M-V with the def2-TZVPD basis set) of a molecular structure, C29H23NOSiSn in a non-equilibrium geometry.

Its HOMO-LUMO gap is 0.29615 Eh. The highest occupied orbital energy is -0.305 Eh.

```
! RIJCOSX wB97M-V def2-TZVPD def2/J DEFGRID3
* xyz 0 1
Sn -3.035 0.393 -1.072
C -2.168 3.992 1.603
C -1.267 4.744 0.861
C -0.877 4.288 -0.382
C -1.418 3.104 -0.896
N -2.309 2.417 -0.168
C -2.651 2.827 1.044
C -1.068 2.550 -2.205
C -0.136 3.160 -3.045
C 0.187 2.591 -4.262
C -0.391 1.391 -4.644
C -1.312 0.780 -3.811
C -1.685 1.343 -2.596
H -2.492 4.306 2.581
H -0.882 5.677 1.246
H -0.164 4.858 -0.955
H -3.345 2.194 1.582
H 0.351 4.082 -2.760
H 0.887 3.088 -4.919
H -0.123 0.933 -5.584
H -1.741 -0.172 -4.106
O -1.386 -0.382 -0.137
Si -0.127 -1.136 0.474
C -0.374 -2.997 0.249
C 0.612 -3.883 0.663
C 0.453 -5.247 0.510
C -0.703 -5.748 -0.064
C -1.695 -4.878 -0.487
C -1.524 -3.515 -0.329
C 1.511 -0.644 -0.337
C 1.562 -0.112 -1.619
C 2.769 0.215 -2.211
C 3.954 0.002 -1.527
C 3.922 -0.532 -0.249
C 2.711 -0.847 0.336
C -0.033 -0.694 2.312
C 0.401 0.564 2.712
C 0.521 0.886 4.052
C 0.201 -0.053 5.018
C -0.255 -1.304 4.637
C -0.371 -1.615 3.295
H 1.514 -3.491 1.108
H 1.231 -5.921 0.837
H -0.831 -6.814 -0.185
H -2.599 -5.264 -0.939
H -2.296 -2.827 -0.662
H 0.636 0.049 -2.150
H 2.784 0.632 -3.209
H 4.900 0.249 -1.987
H 4.844 -0.703 0.289
H 2.690 -1.251 1.339
H 0.654 1.295 1.954
H 0.877 1.865 4.345
H 0.315 0.186 6.066
H -0.509 -2.040 5.387
H -0.724 -2.592 2.995
*
```


5.
The following is a DFT calculation (ωB97M-V with the def2-TZVPD basis set) of a molecular structure, C29H24AsN3O2RuS.

Its HOMO-LUMO gap (spin up / spin down) is 0.29277 / 0.24300 Eh. The highest occupied orbital energy (spin up / spin down) is -0.392 / -0.401 Eh. The energy above the lowest of the compared OMol25 structures with the same formula, charge and spin is 0.0 kJ/mol.

```
! RIJCOSX wB97M-V def2-TZVPD def2/J DEFGRID3
* xyz 1 2
Ru -0.389 0.189 0.359
O -0.748 -0.765 -1.416
N -1.921 -1.301 -1.532
N -2.609 -1.291 -0.477
O -2.167 -0.799 0.669
C -3.922 -1.889 -0.475
C -4.510 -2.268 -1.674
C -5.768 -2.843 -1.637
C -6.423 -3.030 -0.426
C -5.817 -2.639 0.758
C -4.556 -2.061 0.743
H -3.993 -2.118 -2.610
H -6.241 -3.145 -2.562
H -7.406 -3.479 -0.407
H -6.324 -2.783 1.702
H -4.068 -1.751 1.655
S -0.230 1.235 2.341
C 1.463 1.400 2.833
C 1.757 1.804 4.133
C 3.074 1.985 4.521
C 4.114 1.772 3.625
C 3.833 1.365 2.329
C 2.514 1.173 1.944
As 1.962 0.580 0.214
C 3.355 0.899 -1.056
C 4.480 0.078 -1.079
C 5.497 0.338 -1.985
C 5.392 1.411 -2.859
C 4.270 2.228 -2.835
C 3.248 1.972 -1.934
C 1.707 -1.332 0.361
C 0.985 -1.789 1.469
C 0.404 -3.065 1.442
C 0.551 -3.866 0.332
C 1.294 -3.418 -0.766
C 1.851 -2.159 -0.765
H 0.949 1.982 4.832
H 3.294 2.303 5.531
H 5.139 1.926 3.935
H 4.637 1.206 1.620
H 4.559 -0.764 -0.401
H 6.372 -0.299 -2.009
H 6.187 1.609 -3.565
H 4.192 3.063 -3.518
H 2.373 2.612 -1.913
H 0.955 -1.213 2.385
H -0.150 -3.414 2.304
H 0.103 -4.851 0.310
H 1.417 -4.059 -1.628
H 2.385 -1.800 -1.636
C -3.151 3.663 -1.487
C -2.023 3.217 -2.160
C -1.239 2.243 -1.578
N -1.533 1.715 -0.381
C -2.627 2.136 0.267
C -3.456 3.109 -0.255
H -3.782 4.428 -1.919
H -1.748 3.613 -3.127
H -0.359 1.851 -2.067
H -2.829 1.668 1.220
H -4.325 3.420 0.306
*
```


6.
The following is a DFT calculation (ωB97M-V with the def2-TZVPD basis set) of a molecular structure, C29H24AuFN6O5 in a non-equilibrium geometry.

Its HOMO-LUMO gap (spin up / spin down) is 0.14080 / 0.12804 Eh. The highest occupied orbital energy (spin up / spin down) is -0.475 / -0.468 Eh. The energy above the lowest of the compared OMol25 structures with the same formula, charge and spin is 237.7 kJ/mol.

```
! RIJCOSX wB97M-V def2-TZVPD def2/J DEFGRID3
* xyz 2 1
Au -0.266 -1.795 0.410
C -2.435 5.880 -0.978
C -1.791 5.545 0.362
C -0.776 6.563 0.849
C 0.353 6.704 -0.160
C 0.905 5.357 -0.554
C 2.156 5.256 -1.143
C 2.672 4.019 -1.482
F 3.873 3.964 -2.045
C 1.995 2.843 -1.232
C 0.756 2.920 -0.627
C 0.026 1.683 -0.292
O 0.441 0.573 -0.601
C -1.228 1.845 0.462
C -1.752 3.138 0.612
N -1.103 4.217 0.243
C 0.199 4.170 -0.319
C -1.964 0.707 1.063
O -3.179 0.786 0.864
O -1.321 -0.184 1.689
H -2.904 6.861 -0.913
H -3.206 5.152 -1.229
H -1.707 5.901 -1.790
H -2.570 5.403 1.108
H -0.376 6.239 1.813
H -1.284 7.513 1.011
H 1.161 7.310 0.249
H 0.006 7.223 -1.057
H 2.746 6.144 -1.335
H 2.419 1.884 -1.497
H -2.739 3.269 1.035
O 3.964 -7.570 -0.315
N 4.561 -6.516 -0.269
O 5.759 -6.398 -0.273
C 3.764 -5.289 0.024
C 4.482 -4.211 0.370
C 3.834 -2.975 0.703
C 4.540 -1.837 1.132
C 3.848 -0.706 1.477
C 2.456 -0.705 1.370
N 1.783 -1.761 0.943
C 2.453 -2.896 0.617
C 1.691 -4.055 0.209
N 0.345 -3.897 0.149
C -0.433 -4.923 -0.123
C 0.104 -6.185 -0.383
C 1.463 -6.362 -0.366
C 2.314 -5.275 -0.054
H 5.560 -4.286 0.409
H 5.621 -1.870 1.196
H 4.354 0.181 1.830
H 1.869 0.158 1.653
H -1.499 -4.741 -0.143
H -0.555 -7.012 -0.602
H 1.887 -7.329 -0.576
C -5.117 -3.544 -1.403
N -4.538 -2.751 -0.307
C -5.416 -2.294 0.786
C -3.308 -2.343 -0.355
N -2.224 -1.934 -0.353
H -5.859 -2.947 -1.930
H -5.588 -4.432 -0.988
H -4.332 -3.836 -2.096
H -6.179 -1.631 0.381
H -4.826 -1.759 1.523
H -5.885 -3.162 1.246
*
```


7.
The following is a DFT calculation (ωB97M-V with the def2-TZVPD basis set) of a molecular structure, C29H24ClCsN6S in a non-equilibrium geometry.

Its HOMO-LUMO gap is 0.19458 Eh. The highest occupied orbital energy is -0.209 Eh. The energy above the lowest of the compared OMol25 structures with the same formula, charge and spin is 123.2 kJ/mol.

```
! RIJCOSX wB97M-V def2-TZVPD def2/J DEFGRID3
* xyz 0 1
Cs 1.121 0.334 0.329
C 3.397 4.405 1.450
C 2.983 3.111 1.111
N 1.845 2.583 1.496
C 0.995 3.313 2.236
C 1.317 4.644 2.634
C 2.562 5.163 2.225
C 0.402 5.406 3.376
C -0.850 4.897 3.621
C -1.199 3.619 3.212
C -0.284 2.746 2.599
N -0.530 1.476 2.235
C -1.490 0.704 2.761
C -2.102 0.890 4.015
C -3.148 0.098 4.459
C -3.601 -0.967 3.715
C -2.939 -1.301 2.527
C -3.266 -2.460 1.793
C -2.558 -2.778 0.665
C -1.527 -1.916 0.273
N -1.203 -0.820 0.920
C -1.875 -0.485 2.033
H 4.345 4.785 1.095
H 3.616 2.483 0.492
H 2.828 6.169 2.521
H 0.689 6.393 3.707
H -1.575 5.497 4.157
H -2.215 3.285 3.356
H -1.732 1.673 4.658
H -3.627 0.332 5.401
H -4.430 -1.576 4.043
H -4.069 -3.090 2.149
H -2.773 -3.670 0.092
H -0.941 -2.136 -0.617
C 0.902 -5.833 -0.156
C 1.214 -4.773 -1.153
C 0.705 -4.719 -2.424
C 1.068 -3.628 -3.249
N 1.847 -2.659 -2.818
C 2.357 -2.700 -1.587
S 3.363 -1.537 -0.982
N 2.056 -3.784 -0.773
C 0.577 -3.525 -4.652
H 0.222 -6.567 -0.576
H 0.438 -5.387 0.725
H 1.813 -6.339 0.163
H 0.039 -5.484 -2.784
H 2.483 -3.787 0.146
H -0.075 -4.356 -4.908
H 1.428 -3.513 -5.333
H 0.043 -2.587 -4.789
Cl 1.018 -0.209 -6.212
C 0.525 0.839 -4.937
C -0.131 2.027 -5.223
C -0.506 2.835 -4.162
C -0.209 2.416 -2.872
N 0.419 1.281 -2.608
C 0.783 0.504 -3.612
H -0.340 2.306 -6.245
H -1.017 3.769 -4.337
H -0.486 3.015 -2.014
H 1.299 -0.414 -3.364
*
```